(1)
Computed, not measured: C30H33BrN2O3ReS as an isolated structure, with ωB97M-V/def2-TZVPD.

ΔE to the lowest compared entry with this formula, charge and spin (kcal/mol): 0.0
Charge: +2
⟨S²⟩: 0.7589
2S+1: 2
LUMO (spin up / spin down) (eV): -7.38 / -7.55
Highest occupied orbital energy (spin up / spin down) (eV): -14.2712 / -14.2711

```
71
Properties=species:S:1:pos:R:3:lowdin_spin:R:1
Re -0.784 0.131 -0.676 0.81
C -7.404 4.056 0.887 0.00
C -6.012 3.687 0.479 0.00
C -5.344 2.619 1.084 0.00
C -4.058 2.279 0.718 0.00
C -3.429 3.035 -0.270 0.00
C -4.063 4.118 -0.887 0.00
C -5.353 4.426 -0.509 0.00
S -1.836 2.681 -0.800 0.01
O -1.178 3.825 -1.305 0.00
O -1.150 1.850 0.315 0.03
N -1.794 1.374 -1.798 0.01
C -2.414 0.988 -2.989 0.01
C -2.975 1.741 -3.976 0.00
C -3.541 1.075 -5.093 0.00
C -3.531 -0.288 -5.196 0.00
C -2.948 -1.082 -4.173 0.00
C -2.891 -2.493 -4.173 0.00
C -2.316 -3.155 -3.114 0.00
C -1.792 -2.425 -2.045 0.00
N -1.806 -1.093 -2.024 0.01
C -2.389 -0.421 -3.077 0.01
H -7.787 3.393 1.658 0.00
H -8.075 4.016 0.028 0.00
H -7.427 5.078 1.267 0.00
H -5.840 2.058 1.865 0.00
H -3.539 1.468 1.210 0.00
H -3.539 4.720 -1.616 0.00
H -5.855 5.266 -0.970 0.00
H -2.984 2.822 -3.924 0.00
H -3.984 1.670 -5.879 0.00
H -3.967 -0.776 -6.057 0.00
H -3.307 -3.046 -5.005 0.00
H -2.265 -4.233 -3.087 0.00
H -1.345 -2.921 -1.193 0.00
C 2.892 -2.811 5.134 0.00
C 3.813 -2.317 4.019 0.00
C 4.701 -3.483 3.561 0.00
C 4.690 -1.182 4.569 0.00
C 3.025 -1.793 2.820 0.00
C 1.633 -1.784 2.799 0.00
C 1.033 -1.287 1.667 0.01
Br -0.884 -1.268 1.479 0.02
C 1.717 -0.806 0.565 0.02
O 0.972 -0.320 -0.504 0.07
C 3.115 -0.800 0.554 0.00
C 3.713 -1.306 1.704 0.00
C 3.920 -0.274 -0.636 0.00
C 3.614 1.216 -0.853 0.00
C 3.571 -1.087 -1.892 0.00
C 5.425 -0.410 -0.394 0.00
H 3.497 -3.172 5.965 0.00
H 2.262 -3.641 4.807 0.00
H 2.255 -2.013 5.522 0.00
H 5.266 -3.866 4.411 0.00
H 5.420 -3.176 2.800 0.00
H 4.103 -4.301 3.157 0.00
H 5.257 -1.543 5.428 0.00
H 4.083 -0.336 4.895 0.00
H 5.406 -0.824 3.829 0.00
H 1.046 -2.150 3.628 0.00
H 4.791 -1.320 1.741 0.00
H 2.573 1.398 -1.117 0.00
H 4.230 1.593 -1.670 0.00
H 3.852 1.796 0.039 0.00
H 2.524 -0.986 -2.178 0.00
H 3.789 -2.146 -1.743 0.00
H 4.176 -0.737 -2.729 0.00
H 5.758 0.173 0.466 0.00
H 5.954 -0.031 -1.268 0.00
H 5.728 -1.449 -0.255 0.00
```

***

(2)
Computed, not measured: a 2-piece molecular cluster, C3H3FN2O5 overall, with ωB97M-V/def2-TZVPD.

ΔE to the lowest compared entry with this formula, charge and spin (kcal/mol): 86.2
LUMO (spin up / spin down) (eV): -4.02 / -4.02
Highest occupied orbital energy (spin up / spin down) (eV): -11.3735 / -11.3711

```
14
Properties=species:S:1:pos:R:3:lowdin_charge:R:1
C 0.366 0.922 0.498 -0.38
C 1.681 0.897 -0.062 0.01
C -0.641 -0.245 0.010 0.15
N -0.439 -1.537 0.629 -0.34
N -1.940 0.194 -0.460 -0.32
O -0.201 1.673 1.196 0.20
O -1.243 -2.417 0.425 0.16
O 0.583 -1.633 1.272 0.14
O -2.365 0.601 0.613 0.19
O -2.297 0.132 -1.586 0.23
F 0.397 -1.301 -2.014 -0.37
H 2.271 1.860 0.277 0.16
H 1.620 0.818 -1.083 0.07
H 2.208 0.035 0.285 0.10
```

***

(3)
Computed, not measured: a 2-piece molecular cluster, C6H8FNO4 overall, with ωB97M-V/def2-TZVPD.

ΔE to the lowest compared entry with this formula, charge and spin (kcal/mol): 0.0
LUMO (eV): 0.79
Highest occupied orbital energy (eV): -8.4910

```
20
Properties=species:S:1:pos:R:3:lowdin_charge:R:1
C 0.444 -1.704 -0.287 -0.16
C 2.150 0.081 -0.165 -0.34
C 3.872 1.675 -0.089 -0.04
C -4.448 -0.578 0.150 -0.05
C -2.155 -0.036 0.277 -0.37
C 1.713 -1.201 -0.019 -0.21
N -0.586 -2.170 -0.508 0.17
O 1.382 1.123 -0.467 0.12
O -1.203 0.658 0.043 0.05
O 3.447 0.328 0.002 0.00
O -3.335 0.207 -0.239 -0.02
F 2.641 -2.143 0.350 0.05
H 4.958 1.642 -0.026 0.10
H 3.464 2.268 0.734 0.10
H 3.563 2.123 -1.037 0.10
H -5.046 -0.759 -0.742 0.10
H -5.045 -0.016 0.874 0.10
H -4.130 -1.525 0.588 0.09
H -2.109 -0.913 0.950 0.14
H 0.423 0.940 -0.389 0.08
```

***

Q: Look up the ΔE to the lowest compared entry with this formula, charge and spin of the second one.
A: 86.2 kcal/mol

***

Repeat the second record exactly.
Computed, not measured: a 2-piece molecular cluster, C3H3FN2O5 overall, with ωB97M-V/def2-TZVPD.

ΔE to the lowest compared entry with this formula, charge and spin (kcal/mol): 86.2
LUMO (spin up / spin down) (eV): -4.02 / -4.02
Highest occupied orbital energy (spin up / spin down) (eV): -11.3735 / -11.3711

```
14
Properties=species:S:1:pos:R:3:lowdin_charge:R:1
C 0.366 0.922 0.498 -0.38
C 1.681 0.897 -0.062 0.01
C -0.641 -0.245 0.010 0.15
N -0.439 -1.537 0.629 -0.34
N -1.940 0.194 -0.460 -0.32
O -0.201 1.673 1.196 0.20
O -1.243 -2.417 0.425 0.16
O 0.583 -1.633 1.272 0.14
O -2.365 0.601 0.613 0.19
O -2.297 0.132 -1.586 0.23
F 0.397 -1.301 -2.014 -0.37
H 2.271 1.860 0.277 0.16
H 1.620 0.818 -1.083 0.07
H 2.208 0.035 0.285 0.10
```

***

Q: What is the ΔE to the lowest compared entry with this formula, charge and spin in the first record?
A: 0.0 kcal/mol

***

Q: ΔE to the lowest compared entry with this formula, charge and spin of number 3 (C6H8FNO4)?
A: 0.0 kcal/mol